P.
This record from OMol25 describes a molecular structure, C13H27Cl2N2OP2Y. The level of theory is wB97M-V/def2-TZVPD.

Last column: natural (NBO) charge in e.
Geometry (Å):
H 3.04623 -0.12389 -3.54283  0.291
H -4.74093 -1.13561 0.54982  0.257
H 3.50870 2.48761 -0.92886  0.250
C -2.30475 1.54331 1.72424  0.431
P 1.92407 1.98770 0.83958  0.686
P -0.53300 -2.38986 -1.45815  0.719
H -2.43991 -0.95822 -0.33821  0.210
C -3.58142 1.49415 2.34752  -0.134
C 1.56401 -0.07384 -1.98455  0.399
C -1.20904 -3.80869 -0.46345  -0.905
Cl -0.37184 -1.03988 2.38925  -0.597
H 2.83160 3.04862 2.85045  0.253
H 4.21000 2.83608 0.68931  0.268
H -3.72164 2.15316 3.20735  0.255
C -1.96058 -2.16610 -2.60138  -0.905
H -2.07416 -3.46392 0.13005  0.243
H -1.52271 -4.62156 -1.14603  0.253
H 1.49632 -3.56268 -2.09860  0.246
H -1.63701 -1.59190 -3.47805  0.256
H 0.27757 3.79103 0.62484  0.233
C 0.55984 -3.29882 -2.60612  -0.925
H -0.36667 2.22151 1.85224  0.430
H -2.34621 -3.14297 -2.93440  0.262
H 2.99508 1.24171 2.91845  0.271
O 0.77180 0.78327 -2.25551  -0.366
C 1.36713 3.71003 0.56188  -0.917
Cl 2.82197 -2.19482 1.63082  -0.541
C -4.10978 -0.31929 0.89376  -0.091
H 2.84010 -1.66698 -2.58849  0.289
H -2.78396 -1.62255 -2.12521  0.230
C 2.33574 2.08307 2.64943  -0.907
H -0.42800 -4.16932 0.22857  0.260
H 3.66756 -0.35532 -1.83257  0.291
C 3.60622 2.12530 0.10410  -0.911
H 0.05440 -4.21294 -2.94847  0.266
H 0.78543 -2.66299 -3.47107  0.242
C -4.47679 0.53344 1.93418  -0.170
N -1.30768 2.29905 2.24166  -0.583
Y 1.17305 -0.83265 0.43284  1.515
H -5.46902 0.47935 2.37957  0.272
C -2.83179 -0.18803 0.35419  0.126
N -1.98813 0.78553 0.64542  -0.422
H 1.67729 4.03323 -0.43821  0.269
H 1.41261 2.00562 3.24647  0.236
H -1.47395 2.98835 2.95730  0.435
H 4.10189 1.14370 0.09228  0.243
C 2.83853 -0.56058 -2.53907  -0.770
H 1.81182 4.38858 1.30368  0.261

Summary:
Net charge: +2

Q.
This record from OMol25 describes a molecular structure, C13H27Cl2N2OP2Y. The level of theory is wB97M-V/def2-TZVPD.

Last column: natural (NBO) charge in e.
Geometry (Å):
H 4.30167 2.60469 -0.57884  0.256
H -4.70768 0.05388 2.02988  0.255
O -0.57622 -0.37750 -2.16605  -0.500
N 0.84301 -0.99136 1.94866  -0.463
C -0.75612 0.77957 -2.51631  0.552
H -1.37878 -2.15247 4.00499  0.435
C 3.04251 -1.36923 2.86768  -0.097
H -1.44882 1.11508 -4.64707  0.286
H -3.55515 -2.54457 -0.35957  0.270
H -3.80397 -0.50366 -1.75609  0.250
H -3.10618 0.23984 2.84197  0.233
Y -0.26636 0.96586 0.09882  1.435
Cl 0.08973 1.96961 2.42887  -0.584
C 2.48880 -1.96731 4.01576  -0.160
Cl -1.04471 3.24591 -0.22742  -0.523
H -0.63055 2.43753 -3.72486  0.290
H -3.68378 1.52324 1.75862  0.278
H 2.75983 3.16468 0.18346  0.270
H 0.58777 -2.57374 4.94107  0.255
H -2.68619 -2.71885 1.17586  0.223
C -3.42784 -2.11125 0.64190  -0.922
H 3.34400 2.30029 -2.97663  0.263
C 1.11020 -2.08182 4.11650  -0.121
C 3.38803 2.29134 -0.04786  -0.913
H -4.38625 -2.17217 1.17929  0.262
H -1.68389 -1.40521 2.45821  0.436
P -2.85176 -0.37091 0.47723  0.701
H 4.63731 0.29858 -1.73253  0.263
H -3.71601 1.18925 -1.18035  0.253
C 0.31186 -1.58657 3.04854  0.424
H 3.12614 -2.29485 4.84025  0.276
H -2.21837 2.04051 -3.27332  0.303
C 3.66838 -0.15788 -1.47833  -0.913
H 3.31665 -0.75439 -2.33024  0.258
C -3.67692 0.43280 1.91829  -0.916
C -3.96004 0.15659 -0.88893  -0.911
H 3.81624 -0.83973 -0.63248  0.222
H 2.58982 -0.58239 0.89718  0.224
N -1.02539 -1.72340 3.16321  -0.564
H 1.91671 1.32289 -3.44332  0.240
C 2.18681 -0.96608 1.84637  0.127
C -1.29768 1.57826 -3.63440  -0.783
H 4.11839 -1.24969 2.73257  0.265
H 1.67955 2.87336 -2.58936  0.258
C 2.33091 1.99387 -2.67891  -0.920
P 2.40147 1.11508 -1.07201  0.723
H -5.01270 0.09649 -0.56640  0.265
H 3.65512 1.80788 0.90460  0.239

Summary:
Net charge: +2

Which structure is the least stable? The one labeled P.